(1)
The following is a DFT calculation (ωB97M-V/def2-TZVPD) of C5H10N2O as an isolated structure at a distorted geometry.

Calculated values
HOMO (alpha / beta), hartree: -0.31126 / -0.31123
Calculated total energy, hartree: -381.11734
2S+1: 1
Net charge: 0
Max |F|, eV Å⁻¹: 3.5

XYZ file:
```
18
Properties=species:S:1:pos:R:3:forces:R:3
C -1.4860 0.0305 -0.4675 -2.301 1.407 1.288
C -0.5489 0.0564 1.3402 -0.271 -0.325 -2.191
C 1.7755 1.1627 -0.2739 -0.130 -0.058 -0.122
C 0.0864 -0.7771 0.3476 2.282 -2.405 1.068
C 1.3005 -0.2411 -0.4816 -0.355 -1.086 -0.051
O -1.8307 1.3751 -0.5677 -0.247 -0.012 -0.126
N -0.0851 -2.1011 0.2546 -0.169 2.060 -0.197
N 1.8808 -1.0527 -1.2636 0.085 0.336 0.421
H -2.4328 1.6017 0.1559 0.191 -0.014 -0.193
H -0.8991 -2.3969 0.7960 0.254 0.024 0.138
H 1.4484 -1.9857 -1.1546 -0.128 0.403 -0.154
H -2.3153 -0.6192 -0.1903 0.059 -0.077 0.214
H -1.1948 -0.2671 -1.4715 1.128 -0.174 0.471
H -0.4194 1.1310 1.4052 0.276 -0.222 -0.159
H -0.9528 -0.4437 2.2165 -0.547 0.001 -0.413
H 2.6423 1.3550 -0.9067 -0.156 -0.025 0.017
H 0.9708 1.8621 -0.5093 0.067 0.153 0.019
H 2.0602 1.3102 0.7707 -0.039 0.015 -0.030
```
Positions in Å, forces in eV/Å.

Formally, the Löwdin partial charges of the atoms, in units of the elementary charge, are as follows:
1 C -0.116
2 C 0.077
3 C -0.047
4 C -0.526
5 C -0.380
6 O -0.056
7 N 0.049
8 N 0.145
9 H 0.104
10 H 0.035
11 H 0.046
12 H 0.110
13 H 0.134
14 H 0.086
15 H 0.098
16 H 0.081
17 H 0.074
18 H 0.084


(2)
The following is a DFT calculation (ωB97M-V/def2-TZVPD) of a 2-piece molecular cluster, C5H10N2O overall at a distorted geometry.

Calculated values
HOMO, hartree: -0.32152
Calculated total energy, hartree: -381.23276
2S+1: 1
Net charge: 0
Max |F|, eV Å⁻¹: 1.3

XYZ file:
```
18
Properties=species:S:1:pos:R:3:forces:R:3
C -0.1508 -1.9421 -0.0633 0.107 0.171 0.040
C 0.4944 -0.6829 -0.5820 0.182 -0.370 0.044
C 0.8202 0.3691 0.1972 -0.181 0.212 -0.159
C 1.5206 1.5794 -0.3443 0.000 -0.109 0.048
N 0.4347 0.4701 1.5086 0.161 -0.118 -0.137
H -1.0219 -1.7251 0.5566 -0.110 -0.079 0.041
H -0.4736 -2.5677 -0.8916 -0.070 -0.058 0.025
H 0.5512 -2.5243 0.5377 -0.002 -0.093 0.055
H 0.8658 -0.7100 -1.5953 0.140 0.159 -0.098
H 0.9217 2.4713 -0.1640 -0.032 0.073 0.000
H 1.6967 1.4836 -1.4113 0.002 -0.012 -0.036
H 2.4805 1.7119 0.1545 0.072 0.032 0.032
H 0.1487 -0.3642 1.9892 -0.044 0.014 0.093
H 0.8567 1.1854 2.0725 -0.049 -0.002 0.041
N -3.4391 0.2521 0.6292 -0.720 -0.120 0.884
C -2.7191 0.3606 -0.2546 0.093 -0.051 0.074
O -1.9554 0.4977 -1.2543 0.478 0.227 -1.147
H -1.0314 0.1353 -1.0848 -0.028 0.123 0.201
```
Positions in Å, forces in eV/Å.

Formally, the Löwdin partial charges of the atoms, in units of the elementary charge, are as follows:
1 C -0.098
2 C -0.201
3 C -0.423
4 C -0.031
5 N 0.139
6 H 0.065
7 H 0.077
8 H 0.079
9 H 0.109
10 H 0.088
11 H 0.082
12 H 0.085
13 H 0.095
14 H 0.100
15 N 0.130
16 C -0.454
17 O 0.088
18 H 0.071


(3)
The following is a DFT calculation (ωB97M-V/def2-TZVPD) of the molecule C5H10N2O at a distorted geometry.

Calculated values
HOMO, hartree: -0.30166
Calculated total energy, hartree: -381.07770
2S+1: 1
Net charge: 0
Max |F|, eV Å⁻¹: 6.0

XYZ file:
```
18
Properties=species:S:1:pos:R:3:forces:R:3
H 2.6433 0.7507 0.9257 -0.285 0.172 -0.457
N 2.2203 1.4863 1.5341 -0.078 -0.535 0.391
N 1.0215 1.6257 1.4569 -1.265 0.291 -1.845
C 0.1977 0.7946 0.0844 2.705 2.519 3.920
C -0.0085 1.7087 -1.0499 -0.242 0.018 -0.231
C 0.1236 -0.3966 0.5412 -1.453 -2.973 -4.956
C 0.3363 -1.2948 1.6847 -0.026 -0.368 0.417
O -0.2304 -1.2630 -0.9209 0.714 0.585 2.715
C -1.5294 -1.1604 -1.4289 -0.578 -0.047 0.133
H 0.6550 1.4585 -1.8807 -0.111 -0.074 0.023
H -1.0457 1.6748 -1.3925 0.144 -0.133 -0.077
H 0.1809 2.7487 -0.7666 0.094 -0.217 0.188
H 0.1819 -2.3358 1.3861 0.000 0.287 -0.231
H 1.3459 -1.2385 2.0963 -0.062 0.179 -0.055
H -0.3752 -1.0989 2.4918 0.101 0.169 -0.073
H -2.2831 -0.9786 -0.6463 0.126 0.028 -0.142
H -1.6285 -0.3767 -2.1954 0.056 0.026 0.153
H -1.8056 -2.1047 -1.9200 0.159 0.072 0.126
```
Positions in Å, forces in eV/Å.

Formally, the Löwdin partial charges of the atoms, in units of the elementary charge, are as follows:
1 H 0.070
2 N 0.014
3 N -0.012
4 C -0.169
5 C -0.052
6 C -0.153
7 C -0.039
8 O -0.213
9 C -0.193
10 H 0.096
11 H 0.078
12 H 0.080
13 H 0.092
14 H 0.077
15 H 0.091
16 H 0.088
17 H 0.065
18 H 0.078


(4)
The following is a DFT calculation (ωB97M-V/def2-TZVPD) of C5H10N2O as an isolated structure at a distorted geometry.

Calculated values
HOMO, hartree: -0.28437
Calculated total energy, hartree: -381.15431
2S+1: 1
Net charge: 0
Max |F|, eV Å⁻¹: 3.7

XYZ file:
```
18
Properties=species:S:1:pos:R:3:forces:R:3
C -0.0381 -1.3837 -1.9342 -0.329 0.104 0.204
C -1.2692 1.2490 1.7491 0.153 0.093 0.011
N 0.0405 -1.1430 0.6175 -0.545 -0.351 0.605
C -0.3904 -0.6329 -0.6835 3.585 0.708 0.837
C 0.5964 0.1842 0.2768 -0.506 -2.032 -2.348
N 1.9415 0.5256 0.0452 0.222 0.123 0.385
C -0.4657 1.1614 0.4962 -2.519 -0.582 -1.375
O -1.4654 0.1741 -0.6832 0.079 2.107 1.968
H 0.7488 -1.8628 0.5052 -0.020 0.112 -0.098
H 2.5111 0.5104 0.8833 0.067 -0.095 -0.081
H 2.3849 -0.0155 -0.6864 -0.094 0.068 0.060
H -0.3024 2.1013 -0.0274 -0.143 -0.182 -0.125
H -0.1076 -0.7218 -2.7955 0.016 -0.008 -0.018
H 0.9615 -1.8185 -1.8857 -0.040 0.013 0.052
H -0.7634 -2.1903 -2.0628 0.033 -0.081 -0.086
H -2.2514 1.6712 1.5437 0.032 0.041 -0.015
H -1.3842 0.2689 2.2029 0.039 -0.004 -0.009
H -0.7471 1.9222 2.4387 -0.031 -0.032 0.033
```
Positions in Å, forces in eV/Å.

Formally, the Löwdin partial charges of the atoms, in units of the elementary charge, are as follows:
1 C 0.006
2 C -0.050
3 N 0.125
4 C -0.551
5 C -0.441
6 N 0.102
7 C -0.063
8 O -0.031
9 H 0.100
10 H 0.080
11 H 0.078
12 H 0.144
13 H 0.083
14 H 0.077
15 H 0.087
16 H 0.086
17 H 0.078
18 H 0.090


(5)
The following is a DFT calculation (ωB97M-V/def2-TZVPD) of C5H10N2O as an isolated structure at a distorted geometry.

Calculated values
HOMO (alpha / beta), hartree: -0.27435 / -0.26186
Calculated total energy, hartree: -381.05850
2S+1: 1
Net charge: 0
Max |F|, eV Å⁻¹: 2.7

XYZ file:
```
18
Properties=species:S:1:pos:R:3:forces:R:3
C 1.1059 1.1355 0.0536 -0.041 0.113 -1.838
C -1.2628 0.5353 -0.8131 0.229 0.028 -0.162
C 0.0395 0.0762 -0.1604 2.044 -0.115 -0.439
N -0.7849 1.0068 1.8932 -0.504 -0.556 0.136
C 0.6700 -1.1547 -0.7552 0.525 -1.950 -0.688
C 0.1057 -2.3019 -1.1542 -0.770 1.579 0.515
O 2.2920 1.1193 0.7219 0.013 -1.109 0.362
N 0.1274 0.1024 1.2755 -1.275 1.155 2.027
H 2.1200 0.6268 1.5547 0.231 0.136 -0.740
H 1.2199 1.8255 -0.7839 -0.701 0.960 0.538
H -1.7508 0.6781 1.8375 0.191 -0.064 -0.021
H -0.5402 1.0706 2.8779 0.019 -0.169 -0.270
H 1.7488 -1.1901 -0.9446 -0.135 0.803 0.456
H -2.0649 -0.1600 -0.5451 0.071 0.059 0.013
H -1.5592 1.5401 -0.5045 0.142 -0.123 0.095
H -1.1823 0.5259 -1.9029 0.126 -0.040 0.134
H -0.9752 -2.3533 -1.0238 0.113 -0.683 -0.271
H 0.6911 -3.0824 -1.6268 -0.279 -0.022 0.152
```
Positions in Å, forces in eV/Å.

Formally, the Löwdin partial charges of the atoms, in units of the elementary charge, are as follows:
1 C -0.171
2 C -0.028
3 C -0.541
4 N -0.009
5 C -0.114
6 C 0.020
7 O -0.004
8 N -0.010
9 H 0.107
10 H 0.131
11 H 0.076
12 H 0.077
13 H 0.105
14 H 0.082
15 H 0.078
16 H 0.089
17 H 0.056
18 H 0.056


(6)
The following is a DFT calculation (ωB97M-V/def2-TZVPD) of a 2-piece molecular cluster, C5H10N2O overall at a distorted geometry.

Calculated values
HOMO, hartree: -0.31173
Calculated total energy, hartree: -380.94540
2S+1: 1
Net charge: 0
Max |F|, eV Å⁻¹: 6.6

XYZ file:
```
18
Properties=species:S:1:pos:R:3:forces:R:3
H -2.8434 1.1796 1.6751 0.494 -1.157 1.196
N -1.8596 1.1835 1.4195 1.749 -0.408 -1.193
C -1.5309 0.2781 0.5666 -5.200 3.351 -2.266
C -2.5512 -0.7716 0.1546 0.576 -1.173 0.158
O -0.9011 0.8935 -0.5973 -0.623 0.159 1.334
N -1.1852 0.4545 -1.9140 5.391 -0.940 -1.379
H -2.0454 -1.6650 -0.2088 -0.157 -0.169 -0.073
H -3.2146 -1.0438 0.9738 0.422 -0.018 0.328
H -3.2379 -0.4465 -0.6257 0.417 0.420 -0.242
H -0.3180 0.7925 -2.3398 -0.135 -0.585 0.383
H -1.7022 0.3359 -2.7792 -2.910 0.519 1.755
C 3.2770 1.0201 0.1667 -0.270 -1.566 -0.497
C 2.5119 -0.0096 0.5673 3.877 1.095 -0.706
C 2.6388 -1.2658 0.9318 -1.820 0.279 0.694
H 3.4447 1.2863 -0.8680 -1.173 0.473 -0.274
H 4.1568 1.3493 0.7110 -0.566 0.098 0.863
H 3.4542 -1.8761 0.5666 0.011 0.098 0.022
H 1.9061 -1.6949 1.5999 -0.083 -0.476 -0.103
```
Positions in Å, forces in eV/Å.

Formally, the Löwdin partial charges of the atoms, in units of the elementary charge, are as follows:
1 H 0.059
2 N 0.117
3 C -0.355
4 C -0.062
5 O -0.137
6 N -0.033
7 H 0.073
8 H 0.074
9 H 0.076
10 H 0.078
11 H 0.100
12 C -0.018
13 C -0.140
14 C -0.038
15 H 0.047
16 H 0.058
17 H 0.061
18 H 0.039


(7)
The following is a DFT calculation (ωB97M-V/def2-TZVPD) of the molecule C5H10N2O at a distorted geometry.

Calculated values
HOMO, hartree: -0.29409
Calculated total energy, hartree: -381.19239
2S+1: 1
Net charge: 0
Max |F|, eV Å⁻¹: 2.7

XYZ file:
```
18
Properties=species:S:1:pos:R:3:forces:R:3
N -1.8309 1.0585 2.3023 -0.217 -0.253 0.421
C -1.0461 0.8151 1.1715 0.802 1.324 1.315
C 0.2399 0.4795 1.3108 1.192 -2.251 -0.259
C 1.1942 0.2042 0.1589 0.214 0.322 -1.340
C 0.5699 -0.6789 -1.0019 -0.506 -2.141 1.500
N 1.5168 -1.0202 -2.0554 -1.020 1.879 -0.543
C -0.8184 -0.4044 -1.6288 0.180 -0.614 0.873
O -1.7542 -0.9053 -1.0489 -0.429 0.561 -0.744
H -2.8208 0.8789 2.2388 0.040 -0.030 -0.225
H -1.4483 0.6833 3.1696 -0.151 0.110 -0.453
H -1.4421 1.2645 0.2677 -0.060 -0.433 -0.057
H 0.6495 0.0017 2.2230 -0.813 0.734 -0.060
H 1.4895 1.1775 -0.2427 0.042 0.081 -0.442
H 2.2335 -0.2696 0.3720 -2.036 0.488 0.274
H 0.1864 -1.6462 -0.4765 1.333 1.354 -0.680
H 2.2473 -1.6209 -1.7150 0.474 0.347 -0.065
H 1.8077 -0.0825 -2.4222 0.573 -1.644 0.225
H -0.9737 0.0649 -2.6234 0.381 0.167 0.260
```
Positions in Å, forces in eV/Å.

Formally, the Löwdin partial charges of the atoms, in units of the elementary charge, are as follows:
1 N 0.032
2 C -0.225
3 C -0.135
4 C -0.174
5 C -0.377
6 N 0.019
7 C -0.225
8 O 0.023
9 H 0.077
10 H 0.086
11 H 0.114
12 H 0.105
13 H 0.092
14 H 0.133
15 H 0.166
16 H 0.065
17 H 0.097
18 H 0.127


(8)
The following is a DFT calculation (ωB97M-V/def2-TZVPD) of the molecule C5H10N2O at a distorted geometry.

Calculated values
HOMO, hartree: -0.31010
Calculated total energy, hartree: -381.09373
2S+1: 1
Net charge: 0
Max |F|, eV Å⁻¹: 3.8

XYZ file:
```
18
Properties=species:S:1:pos:R:3:forces:R:3
H 0.2375 0.7399 2.6409 -0.129 -0.320 -0.089
N -0.5480 0.3738 2.0919 0.190 -1.062 -0.917
C -0.0997 -0.2260 1.0476 0.792 3.034 -0.294
C 1.3484 -0.1335 0.5590 1.094 -0.468 3.634
C 2.2378 0.7505 1.0946 -1.013 -1.138 -0.440
C -0.9543 -0.5504 -0.1343 2.036 0.075 -1.799
C -2.3461 0.0076 -0.1879 0.006 0.241 -0.440
O 0.1207 0.2265 -1.1871 -2.642 -0.097 0.621
N 0.7913 -0.4883 -2.2431 -0.600 -0.821 0.412
H 1.7406 -1.0844 0.2013 -0.032 0.224 -0.318
H 1.9306 1.7060 1.5005 -0.131 -0.063 0.192
H 3.2708 0.4608 1.2471 0.116 0.312 -0.731
H -0.8761 -1.5977 -0.4313 -0.055 0.037 -0.025
H -2.3537 1.0838 0.0010 0.091 -0.176 0.008
H -2.9731 -0.4675 0.5768 0.319 0.010 -0.034
H -2.8086 -0.1889 -1.1598 0.103 0.031 0.114
H 0.0605 -0.8770 -2.8384 0.016 0.181 -0.096
H 1.2213 0.2650 -2.7789 -0.159 0.002 0.201
```
Positions in Å, forces in eV/Å.

Formally, the Löwdin partial charges of the atoms, in units of the elementary charge, are as follows:
1 H 0.052
2 N 0.168
3 C -0.328
4 C -0.160
5 C -0.004
6 C -0.180
7 C -0.056
8 O -0.262
9 N 0.019
10 H 0.102
11 H 0.048
12 H 0.046
13 H 0.139
14 H 0.088
15 H 0.093
16 H 0.080
17 H 0.070
18 H 0.084